Formula: C26H44N5O4P
Source: the Open Molecules 2025 dataset
Level of theory: ωB97M-V with the def2-TZVPD basis set

Output
- 2S+1 = 3
- LUMO (alpha / beta) (Ha) = -0.03580 / -0.03580
- ⟨S²⟩ = 2.008

Last column: Löwdin charge in e.
Element x y z (Å)
N1 -2.959 0.215 2.127  -0.154
P1 -2.664 -0.057 0.636  0.549
O1 -3.274 -1.484 0.084  -0.170
O2 -3.377 1.086 -0.301  -0.154
C1 -0.834 -0.017 0.254  -0.270
C2 -0.333 -0.915 -0.761  -0.097
N2 0.945 -0.932 -1.125  0.132
C3 1.717 -0.028 -0.460  -0.202
C4 3.115 0.068 -0.810  -0.013
C5 3.988 0.950 -0.171  -0.055
C6 3.449 1.790 0.894  -0.063
C7 2.106 1.723 1.229  -0.004
C8 1.173 0.816 0.564  -0.198
N3 -0.125 0.859 0.968  0.150
H1 -2.079 0.346 2.623  -0.024
H2 -2.581 -2.161 0.058  0.061
H3 -3.495 0.713 -1.193  0.074
H4 -1.033 -1.600 -1.262  0.104
H5 3.503 -0.595 -1.600  0.110
H6 5.042 1.000 -0.479  0.106
H7 4.150 2.465 1.400  0.106
H8 1.724 2.376 2.030  0.111
C9 1.538 -5.958 -6.613  -0.040
C10 1.111 -5.649 -5.162  -0.494
C11 -0.396 -5.376 -5.127  -0.138
C12 -0.765 -4.048 -5.784  -0.177
C13 0.024 -2.899 -5.164  -0.132
C14 1.540 -3.136 -5.068  -0.484
N4 1.900 -4.509 -4.606  -0.065
O3 1.780 -4.539 -3.299  -0.016
C15 2.211 -2.868 -6.432  -0.039
C16 2.120 -2.040 -4.161  -0.059
C17 1.402 -6.957 -4.414  -0.046
H9 1.152 -6.930 -6.924  0.086
H10 1.155 -5.253 -7.346  0.055
H11 2.625 -5.994 -6.706  0.095
H12 -0.751 -5.369 -4.091  0.125
H13 -0.933 -6.189 -5.624  0.125
H14 -0.591 -4.091 -6.863  0.104
H15 -1.835 -3.868 -5.658  0.112
H16 -0.169 -1.986 -5.735  0.125
H17 -0.378 -2.720 -4.161  0.115
H18 3.273 -3.120 -6.398  0.093
H19 2.140 -1.811 -6.696  0.084
H20 1.759 -3.406 -7.262  0.059
H21 1.645 -2.017 -3.182  0.040
H22 1.963 -1.054 -4.602  0.089
H23 3.196 -2.171 -4.018  0.091
H24 2.470 -7.187 -4.429  0.091
H25 0.877 -7.789 -4.886  0.085
H26 1.071 -6.933 -3.375  0.078
C18 -2.417 5.820 4.432  -0.041
C19 -1.255 4.872 4.069  -0.490
C20 -1.825 3.578 3.481  -0.136
C21 -2.528 2.720 4.527  -0.177
C22 -1.605 2.434 5.707  -0.130
C23 -0.911 3.673 6.296  -0.487
N5 -0.388 4.612 5.258  -0.063
O4 0.757 4.137 4.825  -0.029
C24 -1.875 4.434 7.231  -0.040
C25 0.190 3.176 7.247  -0.052
C26 -0.498 5.632 2.971  -0.045
H27 -2.892 6.204 3.528  0.085
H28 -3.219 5.343 4.992  0.056
H29 -2.063 6.680 5.004  0.093
H30 -1.022 2.990 3.022  0.108
H31 -2.524 3.812 2.673  0.128
H32 -3.446 3.206 4.872  0.107
H33 -2.839 1.779 4.070  0.077
H34 -2.174 1.924 6.488  0.125
H35 -0.845 1.720 5.371  0.121
H36 -1.422 5.364 7.583  0.092
H37 -2.110 3.836 8.113  0.083
H38 -2.835 4.672 6.777  0.059
H39 0.893 2.506 6.752  0.077
H40 -0.248 2.612 8.072  0.085
H41 0.752 4.009 7.674  0.090
H42 -0.087 6.568 3.356  0.090
H43 -1.172 5.880 2.149  0.085
H44 0.317 5.051 2.540  0.070

---

Formula: C26H45As3N2O3SSc
Source: the Open Molecules 2025 dataset
Level of theory: ωB97M-V with the def2-TZVPD basis set

Output
- total charge = +3
- 2S+1 = 1
- LUMO (Ha) = -0.35561

Last column: Löwdin charge in e.
Element x y z (Å)
Sc1 -0.506 1.845 -0.005  0.804
C1 -2.151 0.547 3.485  -0.255
As1 -1.896 0.224 1.567  1.100
C2 -3.795 -0.058 1.159  -0.255
C3 -1.137 -1.624 1.691  -0.298
C4 -0.609 -2.355 0.432  -0.671
C5 -1.612 -2.185 -0.708  -0.073
C6 0.783 -1.849 0.008  -0.293
As2 0.928 -0.158 -1.041  1.109
C7 0.746 -0.766 -2.903  -0.250
C8 2.879 -0.008 -0.960  -0.251
C9 -0.525 -3.843 0.843  -0.358
As3 0.304 -5.384 -0.204  1.177
C10 -0.026 -4.996 -2.112  -0.343
C11 2.246 -5.004 -0.125  -0.340
H1 -1.209 0.708 4.012  0.028
H2 -2.673 -0.305 3.938  0.063
H3 -2.776 1.439 3.609  0.045
H4 -4.195 -0.877 1.769  0.062
H5 -3.979 -0.263 0.105  0.029
H6 -4.330 0.861 1.427  0.043
H7 -1.937 -2.230 2.142  0.102
H8 -0.329 -1.558 2.434  0.089
H9 -1.725 -1.113 -0.963  0.038
H10 -2.583 -2.576 -0.407  0.104
H11 -1.288 -2.737 -1.589  0.070
H12 1.267 -2.606 -0.625  0.058
H13 1.425 -1.711 0.893  0.094
H14 1.337 -1.678 -3.055  0.054
H15 1.153 0.017 -3.552  0.050
H16 -0.287 -0.955 -3.207  0.012
H17 3.344 -0.981 -1.172  0.061
H18 3.200 0.334 0.030  0.027
H19 3.235 0.712 -1.707  0.050
H20 -1.545 -4.197 1.013  0.067
H21 -0.019 -3.916 1.810  0.073
H22 -1.089 -5.006 -2.339  0.022
H23 0.429 -5.813 -2.669  0.030
H24 0.423 -4.059 -2.440  -0.008
H25 2.509 -4.442 0.769  0.015
H26 2.604 -4.491 -1.017  0.013
H27 2.764 -5.961 -0.067  0.023
O1 -1.809 -1.027 -5.412  -0.048
C12 -2.823 -0.233 -6.009  -0.212
N1 -3.329 0.618 -4.964  0.107
C13 -2.852 1.870 -4.799  -0.465
O2 -2.204 2.494 -5.596  0.147
C14 -3.086 2.463 -3.421  -0.072
C15 -3.972 3.500 -3.137  0.083
C16 -3.952 4.048 -1.861  0.018
C17 -3.040 3.581 -0.927  -0.083
N2 -2.150 2.604 -1.200  -0.091
C18 -2.202 2.063 -2.434  -0.068
H28 -1.410 -1.575 -6.099  0.104
H29 -3.625 -0.863 -6.408  0.142
H30 -2.416 0.412 -6.794  0.140
H31 -3.852 0.160 -4.231  0.154
H32 -4.654 3.861 -3.892  0.152
H33 -4.635 4.845 -1.603  0.136
H34 -3.000 4.000 0.079  0.131
H35 -1.492 1.261 -2.663  0.111
C19 5.591 0.534 5.137  -0.016
C20 4.668 1.177 4.164  -0.230
C21 5.115 2.228 3.364  0.008
C22 4.235 2.928 2.562  -0.064
C23 2.890 2.582 2.554  -0.424
C24 2.440 1.471 3.258  -0.080
C25 3.334 0.771 4.048  -0.004
S1 1.813 3.750 1.729  1.129
C26 1.052 4.426 3.227  -0.171
O3 0.665 2.873 1.116  -0.665
H36 6.630 0.746 4.897  0.094
H37 5.443 -0.542 5.188  0.095
H38 5.392 0.935 6.132  0.109
H39 6.153 2.520 3.388  0.135
H40 4.579 3.755 1.962  0.121
H41 1.399 1.162 3.194  0.099
H42 2.989 -0.079 4.617  0.129
H43 0.589 3.628 3.804  0.072
H44 0.321 5.185 2.959  0.073
H45 1.845 4.887 3.807  0.089

---

Formula: C26H45AsBr3MgNO2Si2
Source: the Open Molecules 2025 dataset
Level of theory: ωB97M-V with the def2-TZVPD basis set

Output
- total charge = -1
- 2S+1 = 2
- LUMO (alpha / beta) (Ha) = 0.07677 / 0.07524
- ⟨S²⟩ = 0.755

Last column: Löwdin charge in e.
Element x y z (Å)
Mg1 0.761 -0.192 -1.270  0.090
C1 -2.155 0.698 6.270  -0.054
C2 -1.212 1.609 5.471  -0.563
C3 -1.825 3.008 5.427  -0.076
C4 0.136 1.701 6.202  -0.054
C5 -0.995 1.034 4.073  -0.194
C6 -1.321 1.710 2.913  -0.104
C7 -1.085 1.134 1.674  -0.548
Br1 -1.641 2.141 0.160  0.834
C8 -0.493 -0.128 1.489  -0.385
O1 -0.253 -0.620 0.303  -0.237
C9 -0.207 -0.845 2.696  -0.079
C10 -0.450 -0.242 3.918  0.000
C11 0.371 -2.263 2.633  -0.530
C12 -0.546 -3.178 1.806  -0.038
C13 0.502 -2.901 4.020  -0.083
C14 1.773 -2.224 2.013  -0.050
H1 -2.313 1.097 7.276  0.078
H2 -1.748 -0.309 6.365  0.074
H3 -3.123 0.622 5.770  0.088
H4 -1.957 3.381 6.446  0.079
H5 -2.803 3.002 4.942  0.084
H6 -1.182 3.710 4.892  0.084
H7 0.000 2.102 7.211  0.078
H8 0.819 2.355 5.658  0.088
H9 0.608 0.721 6.287  0.075
H10 -1.771 2.692 2.940  0.081
H11 -0.212 -0.797 4.816  0.086
H12 -1.526 -3.267 2.284  0.088
H13 -0.106 -4.177 1.739  0.084
H14 -0.687 -2.789 0.802  0.053
H15 -0.458 -2.952 4.538  0.083
H16 1.213 -2.365 4.653  0.079
H17 0.873 -3.921 3.900  0.080
H18 1.756 -1.831 1.000  0.008
H19 2.200 -3.230 1.977  0.085
H20 2.433 -1.593 2.616  0.088
Br2 2.960 -1.472 -1.573  0.006
C15 3.296 1.439 -4.473  -0.529
Br3 2.746 2.995 -5.327  0.575
H21 2.543 0.685 -4.298  -0.106
H22 4.284 1.436 -4.045  -0.018
O2 1.498 1.581 -0.682  -0.220
N1 2.657 2.117 -0.940  -0.179
C16 2.706 3.210 -1.723  -0.023
C17 3.906 3.834 -1.980  -0.073
C18 5.073 3.321 -1.438  -0.069
C19 4.997 2.184 -0.650  -0.036
C20 3.776 1.593 -0.405  -0.042
H23 1.752 3.519 -2.121  0.141
H24 3.908 4.703 -2.621  0.105
H25 6.025 3.795 -1.637  0.106
H26 5.880 1.736 -0.219  0.114
H27 3.622 0.701 0.180  0.097
C21 -0.746 -3.257 -2.124  -0.234
Si1 -0.452 -2.482 -3.814  0.144
C22 -1.911 -2.979 -4.910  -0.242
C23 1.077 -3.295 -4.547  -0.249
As1 -0.083 -0.185 -3.749  0.693
Si2 -2.261 0.592 -3.676  0.133
C24 -2.178 2.454 -3.377  -0.263
C25 -3.331 -0.214 -2.355  -0.235
C26 -3.157 0.423 -5.330  -0.240
H28 -0.972 -4.325 -2.218  0.028
H29 -1.574 -2.785 -1.592  0.020
H30 0.154 -3.163 -1.509  0.006
H31 -1.952 -4.069 -5.002  0.020
H32 -1.804 -2.552 -5.909  0.020
H33 -2.863 -2.644 -4.495  0.003
H34 0.988 -4.385 -4.562  0.021
H35 1.952 -3.025 -3.951  -0.026
H36 1.246 -2.947 -5.569  0.018
H37 -1.480 2.710 -2.580  -0.042
H38 -3.163 2.852 -3.112  0.024
H39 -1.844 2.955 -4.290  0.019
H40 -2.841 -0.180 -1.380  -0.010
H41 -3.530 -1.261 -2.599  0.010
H42 -4.296 0.298 -2.275  0.024
H43 -2.542 0.884 -6.108  0.019
H44 -4.126 0.930 -5.314  0.021
H45 -3.314 -0.619 -5.612  -0.004